{
  "formula": "C4H7NO",
  "method": "the ωB97M-V functional and the def2-TZVPD basis",
  "symbols": ["C", "C", "N", "C", "C", "O", "H", "H", "H", "H", "H", "H", "H"],
  "xyz": [[1.580, 1.047, 0.187], [0.220, 0.851, -0.504], [0.216, -0.569, -0.818], [-0.559, -1.399, -0.257], [-1.824, -1.138, 0.502], [-2.370, -2.018, 1.126], [2.057, 1.988, -0.090], [2.232, 0.229, -0.134], [1.488, 0.988, 1.275], [-0.611, 1.198, 0.130], [0.182, 1.422, -1.438], [-0.323, -2.460, -0.367], [-2.288, -0.140, 0.387]],
  "orbital_gap_ev": 9.38,
  "homo_energy_ev": -9.6,
  "e_tot_ev": -7797.598
}

---

{
  "formula": "C3H4EuO3",
  "method": "the ωB97M-V functional and the def2-TZVPD basis",
  "symbols": ["H", "O", "Eu", "C", "C", "H", "H", "H", "O", "C", "O"],
  "xyz": [[-1.518, -0.504, -1.240], [0.646, -0.863, -0.039], [3.223, -1.237, 0.876], [-0.562, -1.058, 0.241], [-1.588, -0.062, -0.153], [-0.773, -1.663, 1.140], [-1.558, 0.793, 0.540], [-2.594, -0.437, 0.092], [2.596, 1.244, -0.132], [1.567, 1.605, -0.579], [0.561, 2.183, -0.747]],
  "orbital_gap_ev": [5.43, 10.84],
  "homo_energy_ev": [-9.3, -14.7],
  "e_tot_ev": -28638.016,
  "total_charge": 1,
  "s2": 20.007,
  "spin_multiplicity": 9
}

---

{
  "formula": "C3H38NO15",
  "method": "the ωB97M-V functional and the def2-TZVPD basis",
  "symbols": ["C", "O", "C", "C", "N", "H", "H", "H", "H", "H", "H", "H", "H", "H", "H", "H", "H", "O", "H", "H", "O", "H", "H", "O", "H", "H", "O", "H", "H", "O", "H", "H", "O", "H", "H", "O", "H", "H", "O", "H", "H", "O", "H", "H", "O", "H", "H", "O", "H", "H", "O", "H", "H", "O", "H", "H", "O"],
  "xyz": [[-0.149, 1.136, -0.273], [0.478, 1.308, -1.497], [-0.233, -0.400, -0.017], [-0.439, -0.606, 1.454], [-1.261, -1.056, -0.893], [0.265, 1.699, 0.564], [-1.116, 1.591, -0.449], [1.503, 1.447, -1.451], [0.732, -0.783, -0.345], [0.463, -0.848, 2.020], [-0.986, -1.509, 1.733], [-0.986, 0.153, 2.014], [-2.022, -0.387, -1.136], [-0.858, -1.587, -1.706], [-1.702, -1.850, -0.387], [-0.617, 2.583, -2.689], [-2.020, 2.019, -2.366], [-1.542, 2.843, -2.582], [-1.022, -3.144, -3.357], [0.309, -2.190, -3.501], [-0.638, -2.269, -3.273], [-0.925, -4.411, 3.201], [-0.027, -3.802, 2.213], [-0.872, -4.283, 2.246], [-2.187, -3.349, 1.451], [-3.528, -2.999, 0.840], [-2.710, -2.574, 1.136], [2.616, -2.876, -2.469], [1.706, -2.229, -1.479], [1.881, -2.246, -2.437], [2.049, -2.308, 2.835], [1.604, -3.511, 3.692], [1.431, -3.047, 2.867], [-0.824, 5.453, -1.321], [-1.400, 4.035, -1.179], [-1.047, 4.784, -0.659], [3.547, 0.524, 0.594], [4.139, -0.774, 1.217], [3.324, -0.264, 1.114], [-4.246, 0.897, -1.166], [-2.980, 1.421, -0.440], [-3.284, 0.915, -1.203], [2.187, 5.145, -0.853], [0.791, 4.630, -0.637], [1.721, 4.308, -0.704], [2.956, 2.768, -1.044], [3.575, 1.874, -2.176], [3.013, 1.855, -1.389], [2.635, -0.060, 4.699], [2.381, -0.002, 3.235], [2.000, -0.380, 4.048], [-4.338, 3.727, -0.565], [-4.776, 3.083, 0.816], [-4.513, 2.908, -0.091], [1.598, -3.091, 0.822], [2.128, -1.689, 0.656], [2.216, -2.583, 0.267]],
  "orbital_gap_ev": [11.64, 4.81],
  "homo_energy_ev": [-16.9, -16.9],
  "e_tot_ev": -35913.941,
  "total_charge": 2,
  "s2": 0.755,
  "spin_multiplicity": 2
}

---

{
  "formula": "C43H47N6O3P2SV",
  "method": "the ωB97M-V functional and the def2-TZVPD basis",
  "symbols": ["V", "C", "S", "C", "C", "C", "N", "P", "C", "C", "C", "C", "C", "C", "C", "C", "C", "C", "C", "C", "P", "C", "C", "C", "C", "C", "C", "C", "C", "C", "C", "C", "C", "H", "H", "H", "H", "H", "H", "H", "H", "H", "H", "H", "H", "H", "H", "H", "H", "H", "H", "H", "H", "H", "H", "H", "H", "H", "H", "H", "H", "H", "N", "C", "C", "C", "N", "C", "N", "C", "C", "O", "C", "C", "H", "H", "H", "H", "H", "H", "H", "H", "H", "H", "O", "C", "N", "C", "O", "C", "C", "C", "C", "N", "C", "H", "H", "H", "H", "H", "H", "H", "H"],
  "xyz": [[-1.006, 0.177, -0.143], [7.200, -0.512, 0.133], [5.977, -1.294, 1.200], [5.293, -2.519, 0.047], [3.939, -2.121, -0.527], [2.884, -1.968, 0.556], [1.608, -1.464, 0.017], [1.362, 0.135, -0.537], [2.664, 1.128, 0.227], [3.850, 1.475, -0.423], [4.815, 2.221, 0.234], [4.616, 2.613, 1.550], [3.456, 2.249, 2.216], [2.484, 1.514, 1.556], [1.700, 0.157, -2.331], [1.420, -0.989, -3.075], [1.453, -0.958, -4.462], [1.750, 0.225, -5.125], [2.009, 1.377, -4.395], [1.977, 1.347, -3.007], [0.080, -1.915, 0.612], [-0.313, -3.506, -0.165], [0.568, -4.144, -1.030], [0.213, -5.350, -1.624], [-1.022, -5.920, -1.362], [-1.908, -5.287, -0.497], [-1.555, -4.086, 0.097], [0.255, -2.343, 2.365], [0.472, -3.652, 2.797], [0.632, -3.924, 4.147], [0.574, -2.893, 5.076], [0.355, -1.589, 4.655], [0.191, -1.314, 3.306], [7.662, 0.288, 0.710], [6.738, -0.074, -0.752], [7.976, -1.216, -0.164], [5.228, -3.477, 0.567], [6.012, -2.647, -0.762], [3.614, -2.878, -1.247], [4.046, -1.181, -1.075], [3.238, -1.298, 1.344], [2.689, -2.937, 1.022], [4.030, 1.163, -1.443], [5.726, 2.496, -0.281], [5.365, 3.206, 2.058], [3.296, 2.559, 3.239], [1.579, 1.239, 2.082], [1.179, -1.915, -2.567], [1.248, -1.860, -5.025], [1.781, 0.249, -6.206], [2.240, 2.303, -4.905], [2.167, 2.261, -2.456], [1.535, -3.705, -1.236], [0.908, -5.846, -2.290], [-1.295, -6.859, -1.824], [-2.872, -5.732, -0.285], [-2.249, -3.602, 0.775], [0.520, -4.463, 2.082], [0.802, -4.941, 4.474], [0.698, -3.109, 6.129], [0.306, -0.785, 5.378], [0.007, -0.296, 2.986], [-0.855, 1.385, 1.385], [-0.864, 2.538, 1.624], [-0.937, 3.872, 1.895], [-2.156, 4.541, 1.578], [-3.140, 5.060, 1.275], [0.194, 4.571, 2.406], [1.129, 5.110, 2.805], [-2.820, -1.417, -2.116], [-3.755, -0.989, -1.010], [-2.961, -0.704, 0.156], [-3.726, -0.453, 1.369], [-4.151, -1.737, 2.037], [-3.352, -1.454, -3.067], [-2.387, -2.398, -1.922], [-1.997, -0.704, -2.274], [-4.453, -1.792, -0.768], [-4.334, -0.097, -1.266], [-4.567, 0.193, 1.104], [-3.055, 0.114, 2.015], [-4.760, -2.363, 1.383], [-4.755, -1.500, 2.913], [-3.284, -2.308, 2.372], [-4.766, 6.796, 1.318], [-5.647, 5.901, 0.705], [-4.948, 5.178, -0.354], [-4.722, 3.855, -0.283], [-5.274, 3.082, 0.482], [-3.623, 3.330, -1.168], [-3.317, 3.752, -2.452], [-2.251, 3.159, -3.118], [-1.518, 2.180, -2.476], [-1.814, 1.769, -1.230], [-2.847, 2.339, -0.606], [-4.031, 6.285, 1.691], [-6.462, 6.489, 0.288], [-6.046, 5.147, 1.385], [-4.302, 5.741, -0.887], [-3.901, 4.524, -2.937], [-1.976, 3.460, -4.118], [-0.666, 1.709, -2.952], [-3.064, 2.025, 0.405]],
  "orbital_gap_ev": [7.68, 7.12],
  "homo_energy_ev": [-10.6, -10.0],
  "e_tot_ev": -115532.008,
  "total_charge": 1,
  "s2": 0.769,
  "spin_multiplicity": 2
}